42
Properties=species:S:1:pos:R:3:forces:R:3:nbo_charge:R:1 method="wB97M-V/def2-TZVPD" energy_ev=-36065.3170 homo_ev=-8.5 lumo_ev=0.384 relative_energy_ev=16.7061 homo_lumo_gap_ev=8.88 total_charge=0
F 0.2341 -0.3181 3.8644 0.26 4.03 0.03 -0.358
C 1.1813 0.6961 -3.7312 -9.39 0.52 1.61 -0.573
C -1.9924 0.0055 -0.2125 2.22 4.27 -0.83 -0.503
C -0.5928 2.2500 6.2944 -0.79 -7.19 13.06 -0.262
S -1.6052 2.5190 1.1622 2.10 -1.71 1.26 0.040
H 0.7174 3.1691 1.9491 0.05 -0.25 0.16 0.215
O 0.3696 -0.1922 0.0880 2.74 0.73 -0.80 -0.611
H -1.1608 -0.0999 -2.5741 -4.14 0.36 -1.88 0.399
C 0.9584 -1.9161 -3.1634 -2.85 1.24 -1.60 0.056
C -0.7887 3.3139 5.7927 1.54 7.91 -13.98 -0.149
H -0.5336 -4.0006 -5.3854 -0.63 0.54 0.21 0.208
C -0.2159 2.1870 3.6102 2.90 2.84 -4.30 -0.183
C 1.0107 -4.3287 -4.3374 10.13 -8.18 3.91 -0.243
H -1.3834 -0.0438 1.8582 -0.35 2.39 -0.96 0.249
C 0.6786 -0.3340 -2.7257 17.47 -5.33 -3.95 0.046
C 2.0884 -2.7941 -2.7152 -13.35 -1.42 -11.86 -0.215
H 1.1652 -5.4418 -4.6480 -0.75 2.37 -0.01 0.228
H -0.6651 4.2453 3.6912 0.44 0.36 0.01 0.216
C -0.2900 1.1930 5.6623 5.36 -11.30 -3.81 -0.177
N -0.3571 -0.1203 -2.1007 -3.99 2.23 4.62 -0.677
C -2.0248 0.7316 1.2234 4.36 -2.49 -2.30 -0.547
H 0.5703 1.5110 1.6924 2.72 -6.08 -3.25 0.213
C -0.1185 -2.3189 -4.1621 4.98 3.94 5.05 -0.269
C 0.1121 1.1137 4.2724 -2.80 -6.17 6.63 0.400
H 0.0212 0.1039 6.2020 -1.36 3.21 -1.13 0.222
H -0.8677 4.2190 6.0720 -1.30 6.00 3.13 0.205
C -0.3787 0.0521 -0.8216 -5.95 -2.47 6.78 0.726
H -2.3778 0.7686 -0.9821 -0.98 -1.71 1.03 0.193
C -0.3605 3.3909 4.2750 -3.49 -0.79 4.01 -0.168
H -0.7597 2.1108 7.4663 0.30 0.33 -2.33 0.207
H -0.7031 -1.4440 -4.4335 -0.60 -0.99 -0.54 0.212
C 0.0917 -3.5579 -4.5976 -9.08 2.16 -6.03 -0.216
H -2.3568 -1.0155 -0.0708 -0.05 0.23 -0.84 0.229
H 2.5639 -2.4088 -2.0992 8.84 5.34 10.16 0.175
H 1.9222 -0.3154 -2.0028 -4.10 0.25 -0.78 0.172
H 3.0824 -4.5225 -3.0684 -3.34 0.42 -1.69 0.201
H -2.9046 0.5070 1.6332 -4.05 -0.01 1.45 0.201
C 2.0188 -3.9287 -3.4207 4.98 -3.25 1.75 -0.137
H 1.0663 1.6313 -3.1553 0.22 -0.01 -0.80 0.213
H 2.0555 0.5655 -4.1013 5.61 -1.06 -2.47 0.204
H 0.3039 0.5913 -4.5032 1.85 1.07 0.42 0.164
C 0.2251 2.2258 2.2031 -5.75 7.67 0.87 -0.305


44
Properties=species:S:1:pos:R:3:forces:R:3:nbo_charge:R:1 method="wB97M-V/def2-TZVPD" energy_ev=-47736.4183 homo_ev=-8.0 lumo_ev=0.406 relative_energy_ev=1.8877 smiles="COCCn1c(C)cc(C(=O)CSc2nc3ccccc3s2)c1C" homo_lumo_gap_ev=8.39 total_charge=0
O 1.6989 4.2595 -0.2248 0.07 0.12 0.00 -0.560
C -4.9633 -0.5808 0.7559 -0.01 -0.04 0.01 -0.251
H -4.3091 -1.2529 1.3217 -0.03 -0.02 -0.02 0.162
H 2.8725 -2.4001 -2.1484 0.06 0.02 -0.14 0.226
H -1.7647 -1.0278 -1.9273 -0.10 -0.09 -0.07 0.211
C 2.4549 -2.5669 -1.1687 0.00 0.06 0.07 -0.229
H -5.9394 -0.5492 1.2358 0.01 -0.11 -0.02 0.199
C 3.1685 0.3268 0.7093 -0.20 -0.45 0.37 -0.075
H -0.4751 2.3987 2.3648 -0.04 -0.01 0.09 0.216
H 4.0089 3.4500 -0.9526 -0.05 -0.03 -0.03 0.249
C -2.0498 0.3825 0.6845 -0.67 0.00 0.10 -0.243
C 2.5841 -1.5814 -0.1949 -0.49 -0.58 0.68 0.185
C -0.7378 -1.1110 -1.5723 -0.06 0.10 0.13 -0.645
C 1.9115 3.1035 -0.5266 0.24 0.06 -0.14 0.564
S 2.3536 -0.4114 2.0992 0.11 0.08 -0.60 0.385
H -5.0734 -0.9658 -0.2650 0.00 -0.01 0.01 0.166
C 2.0456 -1.7980 1.0938 0.20 0.18 -0.22 -0.248
H 1.5225 0.6725 -2.1914 0.14 -0.15 -0.14 0.226
N 3.2051 -0.3804 -0.3557 0.64 0.54 -0.34 -0.488
C -3.3161 0.9442 0.0023 0.24 0.04 0.01 -0.062
C 1.2652 -3.9366 0.4234 -0.08 -0.06 0.11 -0.220
C -0.2428 0.1811 -1.0261 0.32 -0.21 -0.43 0.133
H -2.0373 0.7231 1.7229 0.01 -0.09 -0.07 0.220
S 3.8372 1.9201 0.8616 0.27 0.41 0.00 0.307
H -1.6014 3.2438 1.2962 -0.09 0.08 0.06 0.219
H -2.0686 -0.7098 0.6759 0.05 0.09 0.09 0.210
H -3.2173 2.0281 -0.0979 0.10 -0.10 -0.07 0.195
N -0.8581 0.8297 0.0200 0.15 0.16 -0.11 -0.335
O -4.4856 0.7427 0.7506 0.01 0.11 0.12 -0.530
H -3.4199 0.5108 -1.0037 0.03 0.05 0.04 0.163
H 1.6893 -4.5085 -1.5944 -0.01 -0.07 -0.07 0.217
C 1.7965 -3.7352 -0.8487 0.02 -0.04 -0.10 -0.215
H 0.9810 -3.1285 2.3951 -0.06 -0.08 0.10 0.220
C 0.8962 2.0636 -0.5613 -0.79 -0.10 0.14 -0.265
H -0.1074 -1.4084 -2.4051 0.01 -0.04 -0.04 0.236
H 0.0840 3.7620 1.3824 -0.04 0.01 0.02 0.266
H -0.6947 -1.8998 -0.8193 0.00 -0.12 0.00 0.221
H 0.7528 -4.8604 0.6462 -0.04 -0.08 0.02 0.217
C -0.5740 2.8981 1.3992 -0.01 -0.05 0.06 -0.666
C -0.1976 1.9865 0.2903 0.50 0.37 -0.02 0.236
C 1.3864 -2.9736 1.4073 -0.04 -0.08 0.05 -0.210
C 3.3361 2.6167 -0.7590 -0.04 0.05 0.37 -0.601
H 3.4344 1.8306 -1.5007 0.03 0.01 -0.06 0.253
C 0.8481 0.9117 -1.3942 -0.31 0.03 0.03 -0.260


44
Properties=species:S:1:pos:R:3:forces:R:3:nbo_charge:R:1 method="wB97M-V/def2-TZVPD" energy_ev=-38949.4460 homo_ev=-8.5 lumo_ev=0.222 relative_energy_ev=0.7552 smiles="COCCN1Cc2cccc(C(=O)N[C@@H](C)c3cccs3)c2C1=O" homo_lumo_gap_ev=8.71 total_charge=0
H -6.2286 0.8037 -2.2801 -0.13 0.00 -0.13 0.222
H 3.0943 -1.3616 -2.1764 -0.01 0.00 0.08 0.213
C 3.7140 1.6286 0.2009 -0.07 -0.15 -0.04 -0.062
C 0.6225 -1.5708 -0.2739 0.14 -0.67 -0.09 -0.082
H -1.3180 -4.2322 0.3439 -0.03 0.00 0.01 0.251
S -3.3439 2.2095 -0.6517 -0.39 -0.33 -0.04 0.421
C -5.3883 1.0385 -1.6513 -0.02 0.18 -0.19 -0.256
H 2.1128 2.0083 -1.1807 0.11 -0.08 -0.06 0.238
O 4.4500 2.7786 -0.1325 -0.19 -0.09 -0.24 -0.537
H 5.9233 2.5608 1.3095 -0.01 0.04 -0.01 0.163
H 2.6817 -4.1368 -1.1882 0.10 -0.07 -0.04 0.216
C 1.7492 -2.2602 -0.7425 -0.25 0.21 0.12 -0.008
O 0.2779 0.8462 -0.0035 -0.06 0.24 0.07 -0.643
C 0.9484 -0.1233 -0.3291 0.01 0.27 -0.03 0.663
H 0.6803 -5.4280 -0.4715 -0.01 -0.09 0.00 0.219
C -4.9863 0.2483 -0.5506 0.17 0.02 0.24 -0.248
H -1.1899 0.1822 0.5463 0.12 -0.20 -0.04 0.434
H -2.3786 0.7373 3.1868 0.07 -0.01 0.06 0.217
H -4.6672 2.8911 -2.5727 -0.06 0.13 -0.18 0.232
C 2.8202 -1.2855 -1.1171 0.22 -0.14 -0.11 -0.230
C -0.4404 -3.6827 0.0361 -0.21 0.14 0.09 -0.166
H -3.7826 1.6826 2.6688 -0.05 0.09 0.02 0.218
H 3.5189 1.1831 -1.8962 -0.06 -0.01 0.01 0.206
H -5.4804 -0.6587 -0.2519 -0.05 -0.20 0.11 0.228
C 5.1899 3.2917 0.9456 0.04 0.01 0.07 -0.244
H 3.0543 1.8221 1.0601 0.04 -0.05 -0.07 0.175
H 3.7295 -1.4275 -0.5208 -0.05 0.00 -0.05 0.211
O -2.7308 -2.5620 0.8978 -0.12 -0.19 0.00 -0.646
C 0.6794 -4.3497 -0.4229 0.19 0.10 -0.06 -0.188
C -0.5094 -2.2912 0.1266 0.20 -0.35 -0.12 -0.102
C 2.8708 1.2382 -1.0183 0.16 0.49 0.23 -0.232
N 2.1991 -0.0186 -0.8354 0.17 -0.06 -0.01 -0.401
C -2.8654 1.2044 2.3344 -0.09 -0.25 -0.04 -0.603
H 4.5349 3.5767 1.7778 0.03 0.01 -0.02 0.168
H -2.2025 1.9619 1.9212 0.08 0.14 0.05 0.209
H 5.7090 4.1721 0.5734 0.04 0.00 0.10 0.196
C -1.8301 -1.7764 0.6429 -0.08 0.23 0.08 0.660
C -3.1779 0.1575 1.2696 -0.12 -0.15 0.17 -0.095
H 4.3974 0.8059 0.4731 -0.09 0.06 -0.01 0.154
C -4.5965 2.1254 -1.8257 0.24 0.10 0.10 -0.414
H -3.7953 -0.6487 1.6841 0.10 0.22 -0.10 0.245
N -1.9413 -0.4548 0.8178 0.04 0.21 0.17 -0.614
C 1.7979 -3.6358 -0.8230 -0.05 0.04 0.02 -0.196
C -3.9020 0.7496 0.0995 -0.05 0.18 -0.12 -0.194


44
Properties=species:S:1:pos:R:3:forces:R:3:nbo_charge:R:1 method="wB97M-V/def2-TZVPD" energy_ev=-38947.2948 homo_ev=-9.0 lumo_ev=0.200 relative_energy_ev=2.9065 smiles="Cc1ccc(S(=O)(=O)N=C=O)cc1.c1ccc([C@H]2CCCN2)cc1" homo_lumo_gap_ev=9.21 total_charge=0
H 3.7651 -2.5510 4.2672 -0.44 0.22 -0.38 0.214
O 2.5864 0.2507 -1.0391 -2.53 -0.05 -0.12 -0.544
C 1.4095 0.3520 -0.8456 2.37 -0.64 -0.71 0.908
C 2.1280 2.9525 0.3086 -0.26 0.01 0.59 -0.221
H -4.9699 1.3683 -2.3535 0.31 -0.34 -0.09 0.217
C 1.0762 -0.8150 2.0575 0.08 -0.18 0.14 -0.219
C 2.9992 -2.0736 3.6368 0.43 0.41 -0.05 -0.226
C -2.2069 -0.6285 -2.4098 -0.27 0.33 0.12 -0.371
N 1.5810 1.6746 0.8522 -0.52 0.98 -0.68 -0.595
H 4.1101 2.5857 -0.5848 -0.22 0.05 0.46 0.227
H -6.7985 -1.4080 -1.3024 0.09 0.10 -0.16 0.227
H 1.8435 3.8030 0.9591 -0.13 -0.32 -0.27 0.180
H -6.9419 -1.4035 -3.0610 0.15 0.10 0.12 0.228
H 0.5878 1.7295 1.0914 0.53 0.20 0.14 0.397
H 2.2450 2.0127 2.7848 0.37 -0.40 -0.26 0.187
C -4.2267 -1.9529 -2.3510 0.26 0.29 -0.11 -0.221
H -4.7272 -2.9224 -2.3190 0.22 0.23 -0.07 0.220
S -0.4231 -0.5094 -2.4929 1.36 0.31 1.01 2.258
H 1.7141 3.1227 -0.6878 0.23 0.03 0.04 0.214
N 0.1690 0.2217 -0.9176 -0.94 -0.44 -1.53 -0.864
C -6.4971 -0.8717 -2.2108 -0.29 0.07 0.05 -0.636
H 1.7450 -3.8269 3.5201 0.01 0.32 -0.02 0.215
O -0.0763 0.4705 -3.4902 -0.30 -0.55 0.39 -0.904
H 0.3161 -0.3504 1.4241 0.27 -0.25 0.31 0.224
C -2.8333 -1.8818 -2.4156 0.06 0.08 0.25 -0.148
H -2.2356 -2.7883 -2.4744 -0.05 0.22 0.15 0.249
H 4.2820 0.7813 0.8122 -0.22 -0.07 0.26 0.234
C 2.4656 1.3143 1.9374 0.18 -0.01 0.75 -0.072
O 0.0865 -1.8566 -2.5200 -0.28 0.69 -0.15 -0.907
C -5.0025 -0.7874 -2.3190 0.35 0.01 0.08 0.017
C 0.8941 -2.1458 2.4642 0.26 0.38 -0.15 -0.200
C 3.6659 2.8022 0.4016 -0.01 -0.03 -0.36 -0.418
H -2.4789 1.5104 -2.5405 -0.12 -0.29 0.12 0.232
C -4.3619 0.4570 -2.3762 0.07 -0.10 -0.08 -0.230
C 3.8867 1.6289 1.3782 -0.19 -0.18 0.03 -0.409
C -2.9726 0.5407 -2.4539 0.10 0.02 0.23 -0.106
C 2.2354 -0.1071 2.4085 0.08 -0.57 0.21 -0.042
H 4.6061 1.8576 2.1767 -0.32 0.00 -0.20 0.214
H 4.1306 3.7190 0.7803 -0.21 -0.10 -0.15 0.210
C 3.1931 -0.7500 3.2111 -0.29 -0.10 -0.01 -0.153
H -6.9339 0.1315 -2.1723 0.02 -0.21 -0.01 0.218
H 0.0016 -2.6801 2.1326 0.28 0.12 0.17 0.216
H 4.0956 -0.1968 3.4951 -0.31 -0.32 -0.05 0.202
C 1.8670 -2.7798 3.2376 -0.18 0.03 -0.03 -0.220